# 1
{
  "formula": "C3H7N3O",
  "method": "the ωB97M-V functional and the def2-TZVPD basis",
  "species": ["C", "N", "C", "O", "N", "C", "N", "H", "H", "H", "H", "H", "H", "H"],
  "positions_angstrom": [[-0.278, -2.473, 0.577], [-0.257, -1.055, 0.889], [0.104, -0.198, -0.113], [0.532, -0.591, -1.187], [-0.023, 1.160, 0.160], [0.339, 2.088, -0.804], [0.253, 3.334, -0.584], [0.529, -2.660, -0.133], [-1.221, -2.779, 0.106], [-0.110, -3.061, 1.482], [-0.777, -0.723, 1.687], [-0.335, 1.522, 1.051], [0.682, 1.596, -1.716], [0.562, 3.838, -1.413]],
  "e_homo_ha": -0.354,
  "total_charge": 0,
  "gap_ev": 10.410,
  "relative_energy_ev": 0.129,
  "smiles": "[H]/N=C/NC(=O)NC",
  "spin_multiplicity": 1,
  "total_energy_ev": -9742.904
}

***

# 2
{
  "formula": "C4H6N2O",
  "method": "the ωB97M-V functional and the def2-TZVPD basis",
  "species": ["C", "C", "C", "C", "H", "H", "H", "H", "H", "H", "N", "N", "O"],
  "positions_angstrom": [[-1.703, 0.181, -0.246], [-0.448, 0.024, 0.561], [0.699, 0.786, -0.001], [1.670, -0.079, -0.715], [-2.236, 1.251, -0.326], [-0.776, 0.317, 1.563], [1.068, 1.126, 0.962], [0.134, 1.711, -0.599], [2.860, 0.218, -1.026], [-0.282, -2.129, 0.225], [1.301, -1.302, -0.304], [0.195, -1.309, 0.487], [-2.480, -0.796, -0.580]],
  "e_homo_ha": -0.325,
  "total_charge": 0,
  "gap_ev": 9.185,
  "relative_energy_ev": 4.508,
  "smiles": "O=C[C@@H]1CC=NN1",
  "spin_multiplicity": 1,
  "total_energy_ev": -9268.994
}

***

# 3
{
  "formula": "C21H62O27P6S",
  "method": "the ωB97M-V functional and the def2-TZVPD basis",
  "species": ["O", "S", "O", "O", "C", "C", "C", "H", "H", "H", "H", "H", "H", "H", "H", "C", "O", "P", "O", "O", "C", "O", "C", "H", "H", "H", "H", "H", "H", "H", "H", "H", "C", "O", "P", "O", "O", "C", "O", "C", "H", "H", "H", "H", "H", "H", "H", "H", "H", "C", "O", "P", "O", "O", "C", "O", "C", "H", "H", "H", "H", "H", "H", "H", "H", "H", "C", "O", "P", "O", "O", "C", "O", "C", "H", "H", "H", "H", "H", "H", "H", "H", "H", "C", "O", "P", "O", "O", "C", "O", "C", "H", "H", "H", "H", "H", "H", "H", "H", "H", "C", "O", "P", "O", "O", "C", "O", "C", "H", "H", "H", "H", "H", "H", "H", "H", "H"],
  "positions_angstrom": [[-0.633, -4.062, -3.989], [-2.074, -4.142, -3.912], [-2.877, -5.009, -4.760], [-2.440, -4.505, -2.382], [-3.664, -4.773, -1.915], [-3.715, -5.450, -0.606], [-2.787, -2.483, -4.048], [-4.175, -5.302, -2.719], [-4.035, -3.752, -1.834], [-4.653, -6.005, -0.593], [-3.740, -4.789, 0.260], [-2.831, -6.089, -0.604], [-2.604, -2.171, -5.076], [-2.044, -1.958, -3.448], [-3.740, -2.400, -3.525], [12.483, 2.023, -0.530], [11.608, 0.916, -0.509], [10.081, 1.232, 0.039], [9.268, 2.403, -0.433], [10.277, 1.273, 1.675], [9.116, 1.498, 2.531], [9.390, -0.220, -0.161], [9.085, -0.603, -1.541], [13.503, 1.662, -0.395], [12.417, 2.609, 0.387], [12.198, 2.720, -1.317], [9.153, 1.163, 3.567], [8.125, 1.162, 2.225], [8.840, 2.551, 2.478], [9.255, 0.272, -2.169], [8.167, -1.128, -1.803], [9.821, -1.331, -1.881], [-0.102, 2.920, -0.921], [0.739, 3.003, 0.155], [1.182, 1.637, 0.911], [2.215, 1.881, 1.993], [-0.249, 1.010, 1.427], [-1.057, 1.720, 2.303], [1.549, 0.747, -0.416], [2.256, -0.403, -0.381], [-0.258, 3.946, -1.252], [-1.073, 2.550, -0.591], [0.232, 2.245, -1.709], [-0.538, 2.497, 2.865], [-1.375, 0.998, 3.055], [-1.943, 2.020, 1.743], [3.325, -0.199, -0.453], [1.970, -1.089, -1.179], [2.017, -0.912, 0.552], [4.807, -7.502, 7.769], [5.250, -6.688, 6.682], [5.034, -7.277, 5.167], [3.734, -7.912, 4.846], [6.332, -8.200, 5.020], [6.240, -9.576, 5.374], [5.362, -5.929, 4.329], [4.426, -4.821, 4.369], [5.226, -7.169, 8.719], [5.449, -8.382, 7.800], [3.866, -8.042, 7.871], [5.188, -9.821, 5.517], [6.680, -9.699, 6.364], [6.849, -10.184, 4.705], [3.841, -4.699, 5.281], [3.817, -4.937, 3.472], [4.787, -3.793, 4.373], [4.646, 4.339, -4.079], [3.315, 4.376, -4.641], [3.027, 3.359, -5.915], [4.134, 3.453, -6.946], [1.515, 3.831, -6.342], [1.272, 4.212, -7.697], [2.942, 1.950, -5.105], [3.104, 0.744, -5.715], [5.331, 3.871, -4.786], [4.543, 3.718, -3.189], [4.998, 5.360, -3.937], [2.116, 4.443, -8.346], [0.483, 4.963, -7.746], [0.818, 3.341, -8.168], [3.399, 0.741, -6.765], [2.116, 0.285, -5.706], [3.794, 0.138, -5.128], [-6.831, -0.657, 1.054], [-7.080, -0.069, -0.249], [-8.491, -0.428, -1.008], [-8.488, -0.013, -2.428], [-8.661, -1.961, -0.755], [-9.571, -2.820, -1.445], [-9.772, 0.299, -0.089], [-10.619, 1.279, -0.751], [-7.677, -1.163, 1.519], [-6.593, 0.244, 1.621], [-5.939, -1.277, 1.136], [-10.444, -2.213, -1.684], [-9.968, -3.712, -0.960], [-9.255, -3.158, -2.431], [-11.673, 0.999, -0.757], [-10.353, 1.246, -1.807], [-10.470, 2.271, -0.325], [-5.661, 7.770, 2.171], [-6.365, 6.582, 2.708], [-6.875, 5.175, 1.938], [-6.238, 4.875, 0.615], [-6.697, 4.096, 3.115], [-7.316, 4.339, 4.355], [-8.417, 5.498, 1.866], [-8.847, 6.571, 1.023], [-4.958, 7.965, 2.981], [-6.281, 8.648, 1.987], [-5.217, 7.551, 1.201], [-7.882, 3.440, 4.602], [-7.836, 5.271, 4.575], [-6.537, 4.262, 5.114], [-9.841, 6.873, 1.355], [-8.898, 6.325, -0.038], [-8.357, 7.521, 1.233]],
  "e_homo_ha": -0.388,
  "total_charge": 0,
  "gap_ev": 10.751,
  "relative_energy_ev": 6.429,
  "smiles": "CCOS(C)(=O)=O.COP(=O)(OC)OC.COP(=O)(OC)OC.COP(=O)(OC)OC.COP(=O)(OC)OC.COP(=O)(OC)OC.COP(=O)(OC)OC",
  "spin_multiplicity": 1,
  "total_energy_ev": -144640.051
}

***

# 4
{
  "formula": "C4H7FO2",
  "method": "the ωB97M-V functional and the def2-TZVPD basis",
  "species": ["C", "C", "C", "C", "H", "H", "H", "H", "H", "H", "H", "O", "O", "F"],
  "positions_angstrom": [[-1.392, -0.544, 0.682], [-0.233, 0.414, 0.608], [1.161, -0.309, 0.530], [0.567, 0.660, -1.447], [-2.363, -0.026, 0.650], [-1.319, -1.202, 1.587], [-0.276, 1.141, 1.493], [1.889, 0.064, 1.266], [1.026, -1.404, 0.625], [0.904, 1.418, -2.201], [0.037, -0.138, -2.023], [1.641, 0.060, -0.797], [-0.336, 1.244, -0.539], [-1.306, -1.378, -0.434]],
  "e_homo_ha": -0.358,
  "total_charge": 0,
  "gap_ev": 10.648,
  "relative_energy_ev": 1.268,
  "smiles": "FC[C@H]1COCO1",
  "spin_multiplicity": 1,
  "total_energy_ev": -11072.814
}

***

# 5
{
  "formula": "C3H4NS",
  "method": "the ωB97M-V functional and the def2-TZVPD basis",
  "species": ["C", "C", "C", "N", "S", "H", "H", "H", "H"],
  "positions_angstrom": [[-0.568, 0.885, -0.779], [-0.280, -0.196, -1.492], [0.667, -0.579, 0.537], [-0.470, 0.331, 0.514], [0.348, -1.679, -0.948], [-0.917, 1.992, -1.063], [1.568, 0.084, 0.540], [0.820, -1.249, 1.478], [-1.167, 0.411, 1.213]],
  "e_homo_ha": [-0.537, -0.556],
  "total_charge": 1,
  "gap_ev": [8.011, 7.617],
  "relative_energy_ev": 3.826,
  "spin_multiplicity": 1,
  "total_energy_ev": -15488.909
}

***

# 6
{
  "formula": "C7H12N2O",
  "method": "the ωB97M-V functional and the def2-TZVPD basis",
  "species": ["C", "C", "C", "N", "C", "C", "C", "C", "N", "H", "H", "H", "H", "H", "H", "H", "H", "H", "H", "O", "H", "H"],
  "positions_angstrom": [[2.351, 0.883, -1.037], [1.040, 1.184, -0.326], [0.202, -0.084, -0.022], [-0.095, -0.920, -1.185], [-0.760, -0.256, -2.291], [0.922, -0.917, 0.963], [1.543, -1.584, 1.757], [-1.155, 0.316, 0.599], [-1.523, 1.446, 1.066], [2.912, 1.813, -1.194], [2.981, 0.204, -0.444], [2.184, 0.423, -2.021], [1.246, 1.703, 0.621], [0.436, 1.864, -0.944], [0.752, -1.386, -1.493], [-1.733, 0.139, -1.962], [-0.188, 0.575, -2.742], [-0.956, -0.995, -3.078], [2.057, -2.183, 2.488], [-1.908, -0.718, 0.950], [-0.866, 2.187, 0.838], [-2.272, -0.394, 1.859]],
  "e_homo_ha": -0.337,
  "total_charge": 0,
  "gap_ev": 9.984,
  "relative_energy_ev": 2.736,
  "smiles": "[H]/N=C(/O)[C@](C#C)(CC)NC",
  "spin_multiplicity": 1,
  "total_energy_ev": -12478.824
}